{"formula": "C89H193N11O11", "method": "wB97M-V/def2-TZVPD", "smiles": "CC1(C)CCCC(C)(C)N1O.CC1(C)CCCC(C)(C)N1O.CC1(C)CCCC(C)(C)N1O.CC1(C)CCCC(C)(C)N1O.CC1(C)CCCC(C)(C)N1O.CC1(C)CCCC(C)(C)N1O.CC1(C)CCCC(C)(C)N1O.CC1(C)CCCC(C)(C)N1O.CC1(C)CCCC(C)(C)N1O.COC[C@H](C)N.COC[C@H](C)N", "multiplicity": 1, "relative_energy_ev": 0.597, "species": ["C", "C", "C", "C", "C", "C", "C", "C", "C", "N", "O", "H", "H", "H", "H", "H", "H", "H", "H", "H", "H", "H", "H", "H", "H", "H", "H", "H", "H", "H", "C", "C", "C", "C", "C", "C", "C", "C", "C", "N", "O", "H", "H", "H", "H", "H", "H", "H", "H", "H", "H", "H", "H", "H", "H", "H", "H", "H", "H", "H", "C", "C", "C", "C", "C", "C", "C", "C", "C", "N", "O", "H", "H", "H", "H", "H", "H", "H", "H", "H", "H", "H", "H", "H", "H", "H", "H", "H", "H", "H", "C", "C", "C", "C", "C", "C", "C", "C", "C", "N", "O", "H", "H", "H", "H", "H", "H", "H", "H", "H", "H", "H", "H", "H", "H", "H", "H", "H", "H", "H", "C", "C", "C", "C", "C", "C", "C", "C", "C", "N", "O", "H", "H", "H", "H", "H", "H", "H", "H", "H", "H", "H", "H", "H", "H", "H", "H", "H", "H", "H", "C", "C", "C", "C", "C", "C", "C", "C", "C", "N", "O", "H", "H", "H", "H", "H", "H", "H", "H", "H", "H", "H", "H", "H", "H", "H", "H", "H", "H", "H", "C", "C", "C", "C", "C", "C", "C", "C", "C", "N", "O", "H", "H", "H", "H", "H", "H", "H", "H", "H", "H", "H", "H", "H", "H", "H", "H", "H", "H", "H", "C", "C", "C", "C", "C", "C", "C", "C", "C", "N", "O", "H", "H", "H", "H", "H", "H", "H", "H", "H", "H", "H", "H", "H", "H", "H", "H", "H", "H", "H", "C", "C", "C", "C", "C", "C", "C", "C", "C", "N", "O", "H", "H", "H", "H", "H", "H", "H", "H", "H", "H", "H", "H", "H", "H", "H", "H", "H", "H", "H", "C", "O", "C", "C", "C", "N", "H", "H", "H", "H", "H", "H", "H", "H", "H", "H", "H", "C", "O", "C", "C", "C", "N", "H", "H", "H", "H", "H", "H", "H", "H", "H", "H", "H"], "positions_angstrom": [[-6.7033, 1.0854, 5.4483], [-5.4779, 0.0841, 5.6083], [-5.0315, 0.0198, 7.0753], [-5.8426, -1.3614, 5.2563], [-5.9999, -1.6576, 3.8165], [-4.7438, -1.1926, 3.0954], [-4.3333, 0.2404, 3.3370], [-2.9187, 0.4090, 2.7739], [-5.3165, 1.1733, 2.6460], [-4.2865, 0.4696, 4.8240], [-4.0354, 1.8862, 4.9852], [-6.3216, 2.1140, 5.3082], [-7.2869, 0.9011, 4.5241], [-7.3417, 1.0439, 6.3227], [-4.1706, -0.5865, 7.3241], [-4.9238, 1.0618, 7.3894], [-5.9538, -0.3052, 7.6539], [-5.1176, -1.9971, 5.7690], [-6.7873, -1.5616, 5.7499], [-6.2208, -2.7366, 3.6417], [-6.9199, -1.2112, 3.4578], [-4.9317, -1.2973, 2.0265], [-3.9382, -1.8469, 3.3552], [-2.2171, -0.2761, 3.2519], [-2.6211, 1.4493, 2.6819], [-2.9615, 0.0661, 1.7567], [-5.3392, 2.1673, 3.0607], [-6.3725, 0.8901, 2.6662], [-5.0466, 1.3241, 1.5946], [-3.0691, 1.8458, 5.0580], [-3.9828, 0.6495, -3.3140], [-4.9770, 0.8808, -2.1796], [-5.0289, -0.4785, -1.3938], [-4.4686, 1.9971, -1.3053], [-4.6032, 3.3551, -2.0304], [-6.0776, 3.5901, -2.2567], [-6.7883, 2.5136, -3.0654], [-8.2809, 2.8094, -2.9160], [-6.4805, 2.7197, -4.6243], [-6.4115, 1.1679, -2.5800], [-6.8801, 0.1596, -3.4142], [-4.2699, 1.1756, -4.2066], [-2.9278, 0.7841, -3.0074], [-3.9437, -0.4235, -3.5972], [-5.5539, -0.4007, -0.4550], [-5.3198, -1.3226, -2.0276], [-4.0212, -0.6006, -1.0373], [-5.0372, 2.0916, -0.3839], [-3.4241, 1.8139, -1.0131], [-4.2209, 4.1818, -1.4700], [-3.9549, 3.3276, -2.9112], [-6.1130, 4.5575, -2.7758], [-6.4210, 3.7513, -1.2385], [-8.8969, 2.0704, -3.4400], [-8.5349, 3.8040, -3.2690], [-8.6089, 2.7839, -1.8700], [-6.9364, 1.9324, -5.2323], [-5.4436, 2.8093, -4.9357], [-6.9542, 3.6515, -4.9486], [-6.3890, 0.3269, -4.2222], [-1.1248, -3.9477, -3.9987], [-2.4197, -4.6623, -3.5431], [-2.0509, -5.7995, -2.5857], [-3.2440, -3.5780, -2.7882], [-4.6589, -4.0510, -2.3519], [-5.3676, -4.5540, -3.6198], [-4.5680, -5.5618, -4.4710], [-4.6511, -6.8743, -3.6764], [-5.3064, -5.7381, -5.7836], [-3.2253, -5.0430, -4.7212], [-2.4651, -5.8757, -5.5084], [-0.8113, -3.4486, -3.0735], [-0.3163, -4.6558, -4.3045], [-1.2319, -3.2213, -4.8017], [-2.7497, -6.1161, -1.8279], [-1.8226, -6.7094, -3.1092], [-1.1681, -5.4991, -2.0306], [-2.7476, -3.2764, -1.8653], [-3.2616, -2.6287, -3.3673], [-4.6575, -4.7825, -1.5546], [-5.2005, -3.2545, -1.8588], [-5.6159, -3.7274, -4.3212], [-6.3252, -5.0225, -3.3777], [-4.2744, -6.8200, -2.6490], [-4.2188, -7.7155, -4.2127], [-5.7528, -7.0657, -3.5605], [-4.9508, -6.6034, -6.3914], [-5.2679, -4.8222, -6.3727], [-6.4000, -5.8029, -5.5547], [-2.6888, -6.7747, -5.1683], [4.7696, 1.9363, 2.1444], [3.8018, 3.1173, 2.1891], [2.3955, 2.5265, 2.2361], [4.0342, 3.8243, 3.5121], [5.2136, 4.7865, 3.6307], [5.0046, 5.7916, 2.4582], [5.0091, 5.1271, 1.0813], [4.5561, 6.1748, 0.0066], [6.3853, 4.6594, 0.7546], [3.9592, 4.0805, 1.1243], [3.9231, 3.4163, -0.1191], [5.8076, 2.1987, 2.3106], [4.5574, 1.2199, 2.8910], [4.6683, 1.4244, 1.2020], [1.6233, 3.3128, 2.4609], [2.1049, 1.9460, 1.3693], [2.3551, 1.8368, 3.0990], [3.0849, 4.3676, 3.7430], [4.1255, 3.0481, 4.2799], [5.2225, 5.3208, 4.5879], [6.1365, 4.1837, 3.5825], [5.8122, 6.5040, 2.4511], [4.0936, 6.2919, 2.7170], [3.4742, 6.3692, 0.0554], [4.7727, 5.7678, -0.9837], [5.1293, 7.1066, 0.1127], [7.0023, 5.4975, 0.4631], [6.4222, 3.9552, -0.0495], [6.8681, 4.1206, 1.6304], [4.6424, 2.8167, -0.2922], [0.3400, 3.8338, -0.1341], [0.1721, 4.4446, -1.5448], [-0.3538, 3.3655, -2.5118], [-0.7848, 5.5875, -1.3201], [-0.9575, 6.4966, -2.5587], [0.4135, 6.9502, -3.0787], [1.4834, 5.8855, -3.1980], [1.3173, 5.0919, -4.5677], [2.9068, 6.4703, -3.2326], [1.4576, 4.9568, -1.9616], [2.3053, 3.8374, -2.2140], [1.0492, 3.0056, -0.2290], [0.7398, 4.5481, 0.5677], [-0.5821, 3.3185, 0.2367], [-1.1762, 2.7932, -2.0630], [-0.6817, 3.6318, -3.4985], [0.4375, 2.6498, -2.7155], [-1.8040, 5.2059, -1.0220], [-0.4602, 6.1633, -0.4745], [-1.4749, 5.9690, -3.3934], [-1.6354, 7.3137, -2.3079], [0.6842, 7.8196, -2.3740], [0.3035, 7.3595, -4.0836], [0.3403, 4.6404, -4.8154], [2.0195, 4.2463, -4.5826], [1.4326, 5.7458, -5.4213], [3.1685, 7.0186, -2.3108], [2.8596, 7.2001, -4.0568], [3.6942, 5.7365, -3.3472], [2.9681, 3.8949, -1.4915], [5.6027, -4.9724, -1.3515], [6.7928, -3.9241, -1.3300], [6.7955, -3.2787, 0.1010], [8.1044, -4.6472, -1.5262], [8.3732, -5.0370, -2.9867], [8.1750, -3.8401, -3.8886], [6.7831, -3.1227, -3.6920], [6.9204, -1.7779, -4.4973], [5.5481, -3.8297, -4.3438], [6.6529, -2.8454, -2.2892], [5.4035, -2.1825, -2.0513], [5.5355, -5.4471, -0.3721], [4.6388, -4.4230, -1.4881], [5.6756, -5.7057, -2.1191], [5.7697, -3.0091, 0.3514], [7.1285, -4.0833, 0.7732], [7.5697, -2.5235, 0.0633], [8.9318, -4.0558, -1.1914], [8.1237, -5.5712, -0.9462], [9.3667, -5.4825, -3.1300], [7.6165, -5.8216, -3.2063], [8.0953, -4.2844, -4.9037], [9.0263, -3.1633, -3.9692], [7.5680, -1.1295, -3.9149], [5.9300, -1.3081, -4.6098], [7.3514, -1.9844, -5.4632], [5.6469, -4.9178, -4.3238], [5.5175, -3.6045, -5.4269], [4.6294, -3.5163, -3.8695], [5.6391, -1.3821, -1.5385], [-0.9377, 0.6530, -7.1974], [0.0689, -0.0440, -6.2944], [-0.5189, -0.1724, -4.9339], [0.3867, -1.4272, -6.8979], [1.5019, -2.1173, -6.1826], [2.7823, -1.3238, -6.2983], [2.5837, 0.1207, -5.8194], [2.7042, 0.1696, -4.3135], [3.7747, 0.9827, -6.3980], [1.3751, 0.6800, -6.3814], [1.2517, 2.0501, -5.8232], [-1.2056, 1.6589, -6.8592], [-0.5962, 0.7357, -8.2443], [-1.8201, 0.0291, -7.2310], [-0.3236, 0.6821, -4.2825], [-1.6081, -0.3428, -4.9755], [-0.1388, -1.0561, -4.3903], [-0.5331, -2.0323, -6.9378], [0.6899, -1.2579, -7.9603], [1.3360, -2.2314, -5.1236], [1.5927, -3.1235, -6.5982], [3.1030, -1.3444, -7.3756], [3.5850, -1.7778, -5.7254], [2.6460, 1.2026, -3.9653], [3.6277, -0.2082, -3.9725], [1.9627, -0.4101, -3.7776], [4.6704, 0.7271, -5.8430], [3.5091, 2.0221, -6.2651], [3.8899, 0.7885, -7.4573], [1.3443, 2.5536, -6.6151], [-2.0826, 4.2969, 3.7896], [-1.3430, 4.0468, 5.1129], [0.0063, 4.7333, 4.9361], [-2.1216, 4.6813, 6.2835], [-1.6045, 4.1936, 7.6192], [-1.4878, 2.6884, 7.7380], [-0.7088, 1.9930, 6.6415], [0.7886, 2.2319, 6.8311], [-0.9808, 0.5017, 6.5558], [-1.2404, 2.5647, 5.3806], [-0.4277, 2.0281, 4.2876], [-1.4424, 3.9352, 2.9503], [-3.0933, 3.8239, 3.7802], [-2.3158, 5.3519, 3.7262], [-0.1795, 5.6806, 4.4129], [0.5577, 4.9343, 5.8726], [0.6641, 4.2196, 4.2243], [-1.9149, 5.7609, 6.2402], [-3.2131, 4.5357, 6.1279], [-0.6556, 4.6384, 7.9409], [-2.3024, 4.5671, 8.4002], [-2.4908, 2.2554, 7.7076], [-0.9897, 2.4286, 8.6999], [1.0162, 3.2021, 7.2898], [1.3180, 2.2363, 5.8272], [1.2095, 1.3703, 7.3198], [-0.6143, -0.0116, 7.4227], [-0.3144, 0.1211, 5.7627], [-1.9817, 0.1495, 6.2930], [-0.9800, 1.4066, 3.7776], [1.0095, -4.1704, -1.0837], [1.2373, -2.8594, -0.3779], [1.6624, -3.0458, 1.0776], [2.4041, -2.1007, -1.1626], [2.5127, -0.6183, -0.9079], [1.1225, 0.0564, -1.1656], [0.0248, -0.6110, -0.2189], [0.3501, -0.2951, 1.2598], [-1.4059, -0.0652, -0.5366], [0.0033, -2.0892, -0.4991], [-0.9814, -2.6548, 0.3796], [0.7485, -4.0233, -2.1490], [1.9307, -4.7442, -1.0230], [0.2137, -4.7315, -0.5876], [2.0593, -2.1143, 1.4613], [0.7835, -3.3268, 1.6831], [2.4552, -3.7887, 1.1802], [3.2651, -2.6631, -0.7961], [2.2907, -2.3513, -2.2272], [2.8842, -0.4734, 0.1288], [3.3565, -0.2081, -1.5047], [0.7537, 0.0147, -2.2366], [1.2057, 1.0862, -0.8320], [1.3704, -0.2816, 1.5497], [-0.1202, -0.9710, 1.9562], [0.0415, 0.7309, 1.4762], [-2.1881, -0.3778, 0.1300], [-1.7787, -0.3586, -1.5338], [-1.3692, 1.0579, -0.5276], [-1.6748, -2.9494, -0.2072], [-0.7795, -6.9212, 1.7884], [-1.4610, -6.2413, 2.8302], [-1.1565, -4.9032, 3.0048], [-1.5309, -4.4859, 4.3854], [-1.3349, -2.9480, 4.5123], [-0.5832, -5.2122, 5.2352], [-0.9735, -7.9656, 1.9243], [0.3306, -6.8057, 2.0142], [-1.0109, -6.5407, 0.7742], [-0.0981, -4.6745, 2.8726], [-1.7452, -4.3157, 2.3051], [-2.5971, -4.7817, 4.5995], [-0.3818, -2.5366, 4.2044], [-1.4376, -2.5883, 5.5117], [-2.0621, -2.3873, 3.8699], [-0.6000, -4.8000, 6.1647], [-0.7085, -6.2292, 5.2703], [3.9467, 0.7611, 6.5791], [3.1821, -0.3866, 6.8749], [3.1882, -1.2686, 5.7423], [2.2898, -2.5596, 6.0436], [2.8352, -3.2592, 7.2885], [2.4303, -3.3734, 4.9023], [3.6281, 1.6349, 7.1754], [3.8308, 1.0507, 5.5352], [4.9970, 0.5628, 6.7460], [2.9496, -0.7151, 4.8356], [4.2126, -1.6287, 5.5352], [1.2457, -2.2142, 6.3077], [2.7902, -2.5448, 8.1321], [3.9023, -3.5669, 7.2092], [2.4163, -4.1951, 7.5901], [2.1532, -2.8853, 4.0383], [1.8616, -4.1866, 4.9881]], "atomic_forces_ev_per_a": [[1.1, -0.1, -0.9], [0.0, 0.2, -0.1], [-2.5, 1.3, 0.7], [-0.5, 0.1, 1.1], [0.0, -0.8, -0.6], [-1.1, -0.5, -0.9], [-0.5, 0.2, 1.1], [-0.8, -0.2, -0.3], [-0.4, 0.6, -0.9], [-0.1, 0.1, -1.0], [-0.1, -1.1, 0.3], [-0.1, -0.5, 0.4], [0.2, -0.3, 0.7], [-0.2, 0.0, 0.1], [0.1, -0.1, -0.3], [0.6, -0.1, 0.2], [1.2, 0.0, -0.4], [0.2, -0.2, -0.4], [-0.3, 0.0, 0.4], [0.6, 0.5, 0.2], [0.0, 0.6, -0.3], [0.3, 0.0, -0.3], [0.6, -0.5, 0.2], [0.2, 0.4, 0.4], [0.3, 0.2, 0.4], [-0.1, -0.2, -0.6], [0.4, 0.4, 0.4], [0.3, -0.5, 0.0], [0.0, -0.3, 0.1], [0.4, 0.8, 0.4], [0.4, -1.5, -0.4], [-1.1, -1.4, 0.4], [0.6, 1.3, -0.2], [0.3, 1.3, 0.3], [0.6, -1.5, -0.2], [1.5, 0.8, -0.5], [0.3, 0.5, -1.4], [-0.6, -1.0, 0.5], [-0.4, 0.2, 0.6], [0.7, 0.9, 1.5], [-0.1, 0.0, -0.2], [0.4, 0.5, -0.4], [-0.6, 0.7, -0.2], [-0.4, 0.4, 0.0], [-0.9, 0.0, 0.0], [-0.1, 0.4, 0.3], [0.8, -0.5, -0.2], [-0.2, -0.3, 0.2], [-0.3, -0.1, -0.1], [0.3, 0.4, 0.8], [-0.4, 0.0, -0.4], [-0.7, -0.2, 0.0], [-0.9, -0.2, 0.0], [0.1, 0.2, -0.1], [0.2, 0.1, -0.3], [0.3, -0.2, 0.0], [-0.1, 0.0, 0.1], [0.3, -0.1, 0.4], [0.0, -0.1, 0.1], [0.0, -0.5, -0.7], [0.5, -1.0, 0.5], [-0.8, 1.2, 0.2], [0.6, 0.1, 0.2], [-0.5, 0.0, 0.7], [0.4, 0.3, -1.4], [-0.3, 0.8, -0.5], [-0.3, -0.1, 1.0], [-1.2, -0.4, 0.3], [-1.0, -0.1, -0.4], [-0.2, 1.7, 1.1], [-0.2, -2.0, -0.4], [0.3, 0.2, -0.5], [-0.7, 0.4, 0.2], [-0.4, 0.0, 0.0], [-0.6, 0.4, 0.1], [0.4, -0.4, -0.5], [0.3, 0.0, -0.1], [0.6, -0.2, 0.0], [-0.3, -0.7, 0.0], [0.5, -0.7, -0.1], [-0.2, 0.4, -0.3], [0.2, 0.0, 0.7], [0.0, 0.0, 0.0], [0.0, 0.0, -0.5], [0.1, -0.3, 0.1], [1.0, -0.2, -0.3], [-0.4, 0.7, 0.5], [0.5, 0.0, -0.1], [0.8, -0.6, -0.2], [0.7, 0.4, -0.5], [0.5, 0.5, -0.9], [0.8, -0.5, 1.0], [-0.8, 0.5, 1.0], [-1.1, 0.6, 1.6], [-0.3, -0.3, -1.2], [1.3, -0.9, 0.9], [-1.7, 0.9, 0.4], [0.2, -0.6, 0.3], [1.3, -1.1, 1.4], [0.2, 0.1, -1.0], [-1.4, 0.5, -0.5], [0.3, 0.3, -0.2], [-0.6, -0.7, 0.9], [0.2, -0.4, -0.5], [0.7, -0.7, -0.5], [0.1, 0.1, -0.3], [0.0, 0.2, -0.3], [0.7, -0.1, 0.0], [-0.2, 0.0, 0.0], [-0.1, -0.2, -0.2], [-0.1, 0.5, -0.1], [0.3, 0.6, 0.0], [-0.7, 0.5, -0.4], [0.4, -0.1, 0.1], [-0.1, 0.1, 0.0], [-0.2, -0.2, 0.1], [0.3, 0.2, 0.0], [-0.1, -0.4, -0.8], [-0.4, 0.8, -1.0], [1.0, -0.4, 0.5], [0.0, -1.7, -0.8], [-1.0, -0.8, 0.5], [-0.3, -0.9, 0.6], [-1.9, 0.4, -1.3], [-0.1, -1.2, -0.5], [-0.4, 1.9, 1.3], [0.5, -2.4, 0.4], [-0.5, -0.5, 0.6], [-0.8, 1.2, 0.2], [0.5, 1.3, -1.0], [0.4, 0.5, 0.1], [0.2, 0.3, 0.2], [0.0, 0.3, 0.2], [0.4, 0.8, -0.2], [0.0, 0.2, 0.1], [-0.3, 0.8, -0.2], [0.2, -0.1, 0.2], [1.0, 0.0, -0.3], [0.4, 0.5, 0.4], [0.2, -0.1, 0.7], [0.3, 0.3, -0.1], [0.3, -1.2, -1.0], [0.0, 0.3, 0.1], [0.1, 0.3, 0.8], [0.0, 0.5, -0.1], [0.7, 0.4, -0.1], [-0.5, -0.1, -0.3], [0.6, -0.2, 0.1], [-0.1, -0.3, -0.5], [-0.4, -0.1, -0.3], [-0.4, 1.9, 0.6], [-1.4, -0.9, 1.2], [0.2, -1.7, -1.2], [0.7, -0.8, -0.8], [-0.7, -0.2, 0.7], [-1.6, -1.1, -1.7], [0.6, 0.7, -1.8], [-0.7, -0.4, 1.5], [1.3, -0.7, -0.5], [0.2, 0.9, 0.5], [0.2, 0.5, 0.2], [0.1, -0.2, -0.1], [0.7, -0.4, 0.0], [0.2, -0.6, -0.6], [0.3, 0.5, 0.2], [-0.2, 0.4, 0.1], [-0.3, 0.6, 0.4], [0.5, 0.7, 0.4], [-0.2, 0.1, 0.3], [-0.2, 0.1, 0.2], [0.5, 0.4, -0.3], [0.1, 0.4, 0.2], [-0.2, 0.2, 0.6], [0.2, 0.3, -0.1], [0.4, -0.1, 0.0], [0.1, 0.0, -0.4], [-0.2, 0.0, 0.3], [-0.1, 0.2, 0.5], [-0.2, 0.1, 0.1], [0.0, -0.6, -0.5], [0.2, 0.3, -0.8], [1.0, 0.2, -1.1], [-0.5, -0.8, 1.8], [-0.6, 0.6, -0.8], [0.5, -0.7, 0.0], [0.0, 0.1, -1.5], [1.9, 0.1, -0.5], [-1.1, 0.8, 0.4], [-1.2, -0.7, 0.5], [-0.9, 1.1, -0.1], [-0.5, -1.9, 0.4], [0.0, -0.2, 0.1], [0.2, 0.0, 0.4], [-0.4, 0.0, 0.1], [-0.1, 0.2, -0.2], [0.3, 0.2, -0.1], [0.0, 0.4, -0.2], [0.2, 0.2, 0.2], [-0.2, -0.1, 0.6], [-0.6, -0.2, 0.5], [0.3, 0.0, 0.1], [-0.2, 0.2, 0.8], [0.1, -0.1, 0.1], [-0.2, 0.0, 0.1], [1.4, -0.5, 0.1], [-0.3, -0.1, -0.1], [0.3, 0.1, -0.1], [0.3, 0.3, 0.2], [0.1, -0.1, -0.2], [0.0, 0.7, -0.8], [-0.6, -1.2, 0.1], [0.2, -0.3, 0.3], [0.7, 0.5, -0.1], [0.4, 0.2, -0.6], [-0.5, 0.3, 1.3], [-0.4, -0.7, 0.8], [0.0, 1.1, -0.7], [0.7, 0.2, -1.9], [0.9, -0.6, -0.9], [-0.2, -0.2, -1.9], [-0.2, 0.1, 0.2], [-0.7, 0.5, 0.4], [0.8, -0.1, -0.1], [0.4, 0.4, -0.2], [0.0, 0.1, 0.5], [-0.3, -0.1, -0.4], [-0.2, -0.3, 0.4], [-0.3, -0.1, -0.2], [0.6, -0.2, 0.3], [0.1, 0.2, -0.6], [0.3, -0.4, -0.3], [-0.1, 0.0, 0.3], [-0.6, 0.1, -0.5], [0.0, -0.5, 0.2], [-0.7, 0.0, 1.0], [0.3, 0.0, 0.7], [-0.1, -0.2, 0.8], [-0.2, 0.0, 0.1], [-0.2, 0.5, 0.2], [0.0, 0.4, 0.6], [0.0, -0.3, -0.2], [0.8, 1.3, -0.5], [-0.3, -0.2, 0.2], [-1.0, -1.6, 0.6], [0.0, 0.1, -0.2], [-0.4, -0.9, 0.7], [0.4, -0.4, -0.3], [-0.8, 0.8, -0.2], [1.0, 1.0, -0.9], [-0.7, 1.2, -0.4], [0.4, 0.0, 0.3], [0.2, -0.1, 0.7], [0.1, -0.3, -0.1], [0.1, -0.1, 0.0], [0.1, 0.1, 0.2], [0.5, 0.0, -0.2], [-0.1, -0.2, -0.1], [0.4, 0.3, -0.3], [0.0, 0.3, 0.1], [-0.6, 0.1, -0.3], [-0.8, 0.0, -0.1], [0.6, 0.0, 1.3], [-0.2, 0.3, -0.3], [1.1, -0.2, -0.2], [-0.6, -0.2, 0.1], [-0.4, 0.0, 0.0], [0.1, -0.2, 0.6], [0.6, 0.0, 0.1], [0.0, -0.9, 0.1], [-0.3, -0.1, -0.3], [1.7, 1.2, 1.0], [-0.3, -1.4, -0.1], [-0.7, 0.9, -0.8], [0.2, 0.1, 0.4], [-0.9, -0.1, -1.0], [0.2, 0.5, 0.9], [-0.5, -0.5, -0.3], [-1.0, 0.0, -0.7], [0.0, -0.2, 0.4], [0.2, -0.2, -0.1], [0.0, 0.3, -0.5], [0.8, 0.5, -0.2], [0.6, -0.6, -0.3], [-0.4, 0.1, 0.9], [0.3, -0.7, 0.6], [0.0, -0.5, 0.0], [-0.3, 0.8, -0.1], [-0.2, 0.4, 0.2], [-0.3, -0.1, -0.9], [0.0, -1.2, 1.4], [0.7, 2.2, 1.1], [1.6, 0.9, 0.6], [0.1, 0.0, -1.7], [0.1, -0.6, 0.0], [-0.1, 0.1, -0.3], [0.5, 0.0, 0.1], [-0.8, 0.0, -0.2], [-0.1, -0.1, 0.3], [0.7, -0.2, -0.5], [-0.1, -0.5, -0.3], [-0.4, 0.6, -0.4], [-1.2, -0.5, -0.1], [0.1, -0.4, 0.6], [-0.5, -0.8, -0.1]], "lowdin_charge": [-0.008, -0.494, -0.047, -0.169, -0.180, -0.133, -0.480, -0.014, -0.018, -0.051, -0.071, 0.078, 0.069, 0.072, 0.074, 0.074, 0.102, 0.120, 0.121, 0.128, 0.103, 0.119, 0.090, 0.078, 0.086, 0.055, 0.075, 0.078, 0.065, 0.044, -0.030, -0.463, -0.009, -0.134, -0.177, -0.152, -0.477, -0.047, -0.024, -0.090, -0.010, 0.064, 0.077, 0.074, 0.075, 0.062, 0.049, 0.102, 0.100, 0.096, 0.109, 0.129, 0.123, 0.085, 0.080, 0.087, 0.075, 0.064, 0.080, 0.070, -0.032, -0.470, -0.022, -0.111, -0.149, -0.135, -0.545, -0.036, -0.041, -0.121, -0.011, 0.055, 0.103, 0.071, 0.062, 0.082, 0.056, 0.092, 0.118, 0.103, 0.079, 0.130, 0.114, 0.063, 0.079, 0.105, 0.096, 0.086, 0.098, 0.096, -0.014, -0.519, -0.025, -0.150, -0.150, -0.125, -0.509, -0.022, -0.032, -0.039, -0.047, 0.081, 0.065, 0.070, 0.086, 0.053, 0.088, 0.123, 0.107, 0.114, 0.100, 0.114, 0.116, 0.088, 0.068, 0.090, 0.091, 0.072, 0.097, 0.089, -0.033, -0.522, -0.016, -0.142, -0.173, -0.150, -0.447, -0.035, -0.044, -0.055, -0.065, 0.044, 0.079, 0.094, 0.067, 0.056, 0.065, 0.128, 0.107, 0.111, 0.104, 0.144, 0.111, 0.064, 0.071, 0.072, 0.070, 0.088, 0.074, 0.060, -0.012, -0.503, -0.020, -0.153, -0.181, -0.130, -0.482, -0.034, -0.024, -0.095, -0.054, 0.081, 0.072, 0.052, 0.073, 0.087, 0.082, 0.111, 0.124, 0.116, 0.109, 0.123, 0.118, 0.081, 0.061, 0.076, 0.069, 0.085, 0.067, 0.116, -0.039, -0.520, -0.037, -0.138, -0.199, -0.129, -0.507, -0.030, -0.005, -0.035, -0.041, 0.084, 0.091, 0.078, 0.077, 0.085, 0.067, 0.125, 0.136, 0.087, 0.121, 0.133, 0.100, 0.095, 0.059, 0.049, 0.073, 0.066, 0.077, 0.080, -0.033, -0.497, -0.042, -0.127, -0.188, -0.137, -0.521, -0.023, -0.023, -0.057, -0.070, 0.088, 0.082, 0.081, 0.089, 0.085, 0.054, 0.123, 0.131, 0.105, 0.121, 0.114, 0.139, 0.080, 0.096, 0.064, 0.083, 0.082, 0.070, 0.055, -0.031, -0.500, -0.024, -0.125, -0.168, -0.072, -0.408, -0.033, -0.029, -0.062, -0.045, 0.067, 0.086, 0.066, 0.057, 0.061, 0.094, 0.089, 0.115, 0.101, 0.101, 0.108, 0.082, 0.040, 0.071, 0.079, 0.035, 0.074, 0.079, 0.069, -0.082, -0.183, -0.273, -0.403, -0.039, 0.040, 0.074, 0.109, 0.080, 0.106, 0.118, 0.153, 0.058, 0.059, 0.062, 0.073, 0.087, -0.125, -0.197, -0.173, -0.447, -0.069, 0.041, 0.091, 0.055, 0.086, 0.102, 0.127, 0.131, 0.081, 0.089, 0.056, 0.070, 0.046]}